# 1
DFT (wB97M-V/def2-TZVPD) results for a 3-piece molecular cluster, C8H25BNO4PS overall.

```
41
C8H25BNO4PS wB97M-V/def2-TZVPD
N 5.917 -4.764 -2.238
B 4.725 -4.026 -2.197
P 2.998 -4.925 -2.404
S 1.515 -3.811 -3.021
H 5.815 -5.770 -2.294
H 6.646 -4.488 -2.883
H 4.745 -2.852 -2.017
H 2.775 -5.599 -1.185
H 3.302 -6.014 -3.244
C -1.586 1.560 -2.414
O -1.723 0.217 -2.829
C -0.846 -0.679 -2.165
C -1.540 -1.440 -1.059
O -1.963 -0.580 -0.011
C -3.338 -0.258 -0.052
H -2.435 2.112 -2.816
H -1.586 1.649 -1.324
H -0.662 2.002 -2.804
H 0.015 -0.138 -1.758
H -0.476 -1.395 -2.902
H -0.834 -2.159 -0.636
H -2.392 -1.997 -1.464
H -3.952 -1.107 0.269
H -3.650 0.047 -1.054
H -3.497 0.570 0.638
C -1.941 3.972 2.235
O -0.538 4.063 2.085
C 0.182 3.874 3.290
C 0.742 2.472 3.408
O -0.279 1.500 3.515
C -0.561 0.831 2.297
H -2.368 3.914 1.235
H -2.229 3.082 2.800
H -2.341 4.859 2.739
H -0.454 4.090 4.155
H 1.011 4.589 3.292
H 1.353 2.413 4.314
H 1.387 2.260 2.548
H 0.234 0.120 2.048
H -0.683 1.530 1.467
H -1.487 0.278 2.431
```

## Properties
Kohn-Sham gap = 8.61 eV
Total energy = -39179.8080 eV
E_HOMO = -8.63 eV
Spin multiplicity = 1
Molecular weight = 273.14 g mol⁻¹
SMILES string = NB[PH2]=S.COCCOC.COCCOC

# 2
DFT (wB97M-V/def2-TZVPD) results for C8H25F6N2O5PPb as an isolated structure.

```
48
C8H25F6N2O5PPb wB97M-V/def2-TZVPD
Pb -0.567 1.150 -0.206
O -0.026 3.577 -0.754
H 0.826 3.994 -0.576
O -1.601 2.720 1.329
H -1.909 2.096 2.000
O -1.480 1.836 -2.385
H -1.926 1.127 -2.878
P 2.862 0.550 -2.849
F 3.249 -0.468 -1.626
F 1.683 1.124 -1.915
F 3.972 1.568 -2.182
F 2.605 1.699 -3.943
F 3.985 -0.172 -3.775
F 1.771 -0.485 -3.507
C 3.420 0.032 2.047
C 1.990 0.224 1.460
C 0.980 -0.167 2.566
O -0.308 -0.057 1.997
C -1.386 -0.098 2.941
N 1.734 1.570 0.957
H 3.650 0.729 2.860
H 4.219 0.276 1.345
H 3.535 -1.003 2.381
H 1.877 -0.473 0.627
H 1.060 0.421 3.489
H 1.177 -1.213 2.841
H -1.222 -0.913 3.656
H -2.315 -0.246 2.399
H -1.318 0.839 3.497
H 1.653 2.138 1.796
H 2.474 1.940 0.372
C -0.943 -2.917 0.051
C -1.334 -2.174 -1.240
C -2.715 -1.585 -1.119
O -2.688 -0.375 -0.356
C -3.862 0.412 -0.485
N -0.271 -1.212 -1.532
H -1.746 -3.488 0.527
H -0.766 -2.200 0.858
H -0.044 -3.513 -0.111
H -1.399 -2.930 -2.038
H -3.412 -2.282 -0.639
H -3.125 -1.363 -2.112
H -4.766 -0.215 -0.518
H -3.814 0.848 -1.489
H -3.938 1.192 0.267
H 0.608 -1.716 -1.586
H -0.449 -0.796 -2.443
```

## Properties
Charge = -2
Kohn-Sham gap = 4.29 eV
Total energy = -52763.9168 eV
E_HOMO = 0.34 eV
Spin multiplicity = 1
Molecular weight = 581.46 g mol⁻¹

# 3
DFT (wB97M-V/def2-TZVPD) results for C8H25N4O7P2SbSe4Tc as an isolated structure.

```
52
C8H25N4O7P2SbSe4Tc wB97M-V/def2-TZVPD
Tc -1.135 -0.979 0.663
N -2.567 0.609 0.571
C -3.082 0.991 1.905
C -3.471 -0.286 2.616
N -2.417 -1.349 2.507
C -1.522 -1.332 3.702
C -0.489 -0.243 3.569
N 0.138 -0.434 2.246
C -3.082 -2.689 2.458
C -2.227 -3.623 1.646
N -1.983 -2.925 0.358
H -2.092 1.396 0.130
H -3.346 0.391 -0.049
H -3.947 1.650 1.831
H -2.296 1.541 2.415
H -4.375 -0.669 2.143
H -3.718 -0.096 3.663
H -1.014 -2.298 3.743
H -2.111 -1.228 4.616
H 0.253 -0.317 4.363
H -0.922 0.752 3.624
H 0.809 -1.200 2.309
H 0.713 0.368 1.942
H -4.049 -2.581 1.969
H -3.268 -3.070 3.464
H -2.721 -4.583 1.494
H -1.255 -3.805 2.102
H -2.844 -2.914 -0.189
H -1.290 -3.443 -0.179
C 3.665 -0.804 -1.572
C 2.187 -1.067 -1.306
O 1.502 -1.630 -2.428
P 1.953 -2.374 -0.058
O 2.465 -3.707 -0.702
O 2.882 -2.165 1.187
O 0.532 -2.416 0.417
P 1.339 0.461 -0.728
O 1.499 1.476 -1.936
O 1.912 0.911 0.559
O -0.182 0.128 -0.684
H 4.187 -1.728 -1.828
H 4.141 -0.349 -0.703
H 3.764 -0.112 -2.409
H 1.935 -1.348 -3.244
H 2.143 -3.893 -1.598
H 3.797 -2.480 1.145
H 2.044 2.244 -1.717
Se 2.330 9.981 -8.228
Sb 3.907 11.664 -9.761
Se 3.505 8.141 -7.693
Se 2.258 13.229 -9.983
Se 5.545 8.203 -8.365
```

## Properties
Charge = +3
Kohn-Sham gap = 5.46 eV
Total energy = -317676.9618 eV
E_HOMO = -14.86 eV
Spin multiplicity = 1
Molecular weight = 886.86 g mol⁻¹

# 4
DFT (wB97M-V/def2-TZVPD) results for C8H26B2O29 as an isolated structure.

```
65
C8H26B2O29 wB97M-V/def2-TZVPD
O 2.826 -15.477 17.062
C 3.495 -14.509 17.264
O 4.384 -14.493 18.184
B 5.033 -13.104 18.265
O 4.488 -12.549 17.064
C 3.490 -13.186 16.597
O 2.930 -12.821 15.540
O 6.482 -13.166 18.114
C 6.941 -12.755 19.329
O 8.127 -12.937 19.528
C 5.944 -12.379 20.129
O 4.807 -12.457 19.557
O 6.185 -12.036 21.310
O 7.452 -15.811 19.723
C 8.248 -15.739 20.635
O 7.786 -15.777 21.810
B 8.903 -15.263 22.608
O 10.067 -15.129 21.640
C 9.551 -15.440 20.634
O 10.239 -15.520 19.479
O 9.207 -16.179 23.754
C 9.095 -15.529 24.800
O 9.428 -15.992 25.899
C 8.561 -14.222 24.468
O 8.589 -13.964 23.266
O 8.385 -13.368 25.301
O 11.327 -17.810 26.218
H 11.104 -18.651 25.860
H 10.499 -17.269 26.264
O 7.867 -11.084 23.333
H 8.065 -11.118 22.315
H 8.244 -11.821 23.555
O 11.701 -14.529 18.905
H 11.786 -14.379 17.801
H 11.123 -15.198 19.123
O 11.357 -12.526 20.940
H 10.554 -12.673 21.259
H 11.385 -13.182 20.251
O 7.735 -12.705 28.199
H 7.828 -12.723 27.234
H 7.123 -13.282 28.252
O 4.810 -15.489 21.232
H 4.544 -14.659 21.874
H 5.645 -16.011 21.476
O 8.779 -16.973 28.415
H 8.167 -17.710 28.248
H 8.689 -16.487 27.531
O 8.771 -15.363 17.109
H 9.459 -15.271 17.613
H 7.982 -15.615 17.486
O 5.898 -17.709 18.431
H 5.096 -17.523 18.821
H 6.485 -17.190 19.033
O 12.588 -16.125 21.000
H 12.532 -15.602 20.209
H 11.790 -16.499 21.055
O 5.917 -16.365 24.461
H 6.005 -16.774 23.494
H 5.700 -15.554 24.351
O 12.161 -16.484 24.632
H 11.475 -16.937 25.336
H 12.133 -15.598 25.045
O 11.833 -14.458 27.119
H 12.086 -14.842 27.969
H 10.932 -14.011 27.174
```

## Properties
Charge = -2
Kohn-Sham gap = 8.03 eV
Total energy = -69450.9685 eV
E_HOMO = -5.11 eV
Spin multiplicity = 1
Molecular weight = 607.89 g mol⁻¹

# 5
DFT (wB97M-V/def2-TZVPD) results for C8H27F4N7O9P2V2 as an isolated structure.

```
59
C8H27F4N7O9P2V2 wB97M-V/def2-TZVPD
V -12.057 1.970 1.055
V -16.572 0.681 -2.321
O -15.357 2.342 -1.854
P -14.542 3.396 -1.161
O -13.442 3.035 -0.214
F -15.448 4.327 -0.248
F -14.057 4.433 -2.219
O -15.120 -0.224 -1.091
P -13.759 -0.643 -0.616
O -12.901 0.371 0.060
F -12.993 -1.087 -1.912
F -13.891 -1.880 0.347
C -9.418 -1.085 -1.512
O -8.918 -0.641 -0.247
H -10.356 -0.578 -1.751
H -8.689 -0.884 -2.298
H -9.593 -2.154 -1.417
H -8.714 0.296 -0.300
C -11.748 -3.425 -4.642
O -11.882 -4.392 -3.902
N -11.119 -3.493 -5.838
N -11.939 -2.128 -4.247
H -10.712 -4.317 -6.241
H -11.156 -2.672 -6.414
H -11.756 -1.451 -4.961
H -12.210 -1.934 -3.300
C -13.743 0.360 3.442
O -13.567 1.121 2.463
N -13.678 0.751 4.750
N -13.942 -0.958 3.336
H -13.563 -0.036 5.359
H -13.474 1.732 4.848
H -13.874 -1.523 4.165
H -14.122 -1.492 2.510
C -18.155 1.638 0.564
O -17.533 1.108 -0.389
N -17.942 2.908 0.917
N -19.255 1.115 1.107
H -17.280 3.502 0.452
H -18.193 3.181 1.853
H -19.545 0.249 0.680
H -19.514 1.519 1.988
C -11.602 -3.139 2.828
C -10.802 -4.264 3.517
C -11.036 -4.797 4.928
O -10.320 -4.037 5.858
C -10.225 -4.517 7.188
N -10.922 -5.398 2.599
H -11.390 -2.308 3.511
H -12.678 -3.308 2.880
H -11.267 -2.882 1.826
H -9.742 -3.990 3.454
H -10.737 -5.849 4.945
H -12.094 -4.749 5.217
H -11.170 -4.599 7.734
H -9.643 -3.809 7.775
H -9.740 -5.491 7.104
H -11.050 -5.080 1.650
H -10.210 -6.113 2.573
```

## Properties
Charge = +2
Kohn-Sham gap (alpha / beta) = 5.36 / 5.38 eV
⟨S²⟩ = 12.01
Total energy = -118410.4604 eV
E_HOMO (alpha / beta) = -12.34 / -12.34 eV
Spin multiplicity = 7
Molecular weight = 605.17 g mol⁻¹

# 6
DFT (wB97M-V/def2-TZVPD) results for C8H27HgO8 as an isolated structure.

```
44
C8H27HgO8 wB97M-V/def2-TZVPD
Hg -9.242 -15.306 -5.715
C -11.669 -18.627 -4.983
C -10.763 -17.437 -5.096
O -9.577 -17.604 -5.523
O -11.203 -16.298 -4.804
H -11.959 -18.924 -5.994
H -12.554 -18.397 -4.402
H -11.141 -19.483 -4.565
C -11.353 -16.121 -8.300
O -10.852 -14.941 -7.634
H -10.645 -16.921 -8.105
H -12.318 -16.408 -7.880
H -11.443 -15.952 -9.371
H -11.367 -14.190 -7.941
C -10.869 -12.042 -5.018
O -10.768 -13.458 -5.083
H -11.435 -11.638 -5.862
H -11.347 -11.722 -4.092
H -9.858 -11.643 -5.046
H -11.567 -13.892 -4.766
C -8.144 -12.388 -7.293
O -7.820 -13.387 -6.314
H -7.536 -12.521 -8.187
H -9.192 -12.513 -7.554
H -8.005 -11.382 -6.900
H -7.112 -13.079 -5.741
C -6.538 -16.882 -4.208
O -6.808 -15.775 -5.090
H -5.666 -16.671 -3.588
H -7.407 -17.000 -3.569
H -6.388 -17.799 -4.775
H -5.994 -15.576 -5.559
C -8.171 -14.112 -2.561
O -9.075 -15.010 -3.228
H -7.294 -14.638 -2.182
H -7.854 -13.367 -3.285
H -8.672 -13.604 -1.737
H -9.485 -15.564 -2.558
C -7.428 -17.261 -7.881
O -8.141 -16.018 -7.845
H -7.594 -17.757 -6.930
H -7.798 -17.901 -8.682
H -6.354 -17.099 -8.011
H -8.132 -15.637 -8.727
```

## Properties
Charge = +1
Kohn-Sham gap = 9.64 eV
Total energy = -29281.0575 eV
E_HOMO = -12.43 eV
Spin multiplicity = 1
Molecular weight = 451.89 g mol⁻¹

| no. | largest force on an atom (eV/A) |
| --- | --- |
| 1 | 1.30 |
| 2 | 5.66 |
| 3 | 0.12 |
| 4 | 19.08 |
| 5 | 3.67 |
| 6 | 0.80 |